Molecular formula: C56H92F3N3O18
Method: DFT, wB97M-V/def2-TZVPD

Element x y z (Å)
H 4.707062 -4.117562 2.700935
C 5.848014 -2.578794 -2.923931
H -5.520153 2.772610 2.119239
H -6.942831 -3.939480 5.575779
H 9.942573 -2.115325 -8.673648
C -0.850384 -2.955808 1.502221
H -2.727665 2.583363 -2.619388
H -3.631946 0.079729 -1.555507
H -0.077331 3.168554 -2.188493
C -2.132633 -0.270159 -3.069805
O 6.437203 5.380232 1.323165
H -0.414680 -1.506473 -1.480834
C 7.218588 5.839152 0.538745
H -2.608398 1.654443 1.319495
H 8.373366 -5.652958 -9.072352
C -1.056396 -1.671626 -0.589716
C -1.991748 4.405109 1.303927
H 7.663895 -2.988433 -3.965316
C -2.608444 1.399606 4.754671
F -2.859175 -7.660421 1.733925
H 1.200895 -7.694739 -0.308508
F -2.775062 -7.953703 -0.520594
N -1.999246 -4.115183 -1.392941
O -6.465402 4.156678 -1.543885
O -9.415206 2.556949 1.678709
C -1.329489 3.222911 2.117124
H -3.616665 1.865532 4.606191
H -2.488101 1.734005 -1.034005
C 8.808963 -3.626705 -9.749623
O 6.925422 6.867576 -0.298292
C -2.748813 0.207442 5.780485
H -2.607919 4.524677 -1.301172
O 7.720815 -4.206729 -7.753059
O -5.280380 -1.301441 7.964276
C 9.238948 6.516400 -0.471693
C 6.779120 -2.363553 -4.094489
C 3.809839 6.516092 1.996322
C 2.619691 7.114033 1.273357
H -2.387996 5.200726 1.976952
C 0.118923 -7.611396 -0.528526
C -5.018350 -4.464833 6.457299
H -2.718977 0.118468 -3.943061
H 10.547664 -3.786147 -8.446692
H -3.826079 -0.036800 5.944268
H -8.028252 4.729916 -0.310096
C -0.814995 -4.063063 -0.614527
O -0.724848 -2.021867 2.281527
H 7.830402 6.608268 -2.133967
H -2.570086 0.068003 3.010091
H -0.842477 -0.817287 0.099979
H -1.748684 -4.904163 -3.390102
H -5.876223 6.698908 -2.898441
N -0.536059 -2.878746 0.082506
C 5.030964 -3.860636 -4.631261
C -2.055932 1.001700 3.342975
C -5.381195 -2.290299 7.293118
H -0.679290 1.295555 -3.500221
H -1.041713 5.227299 -1.996751
O 5.975101 -2.126128 -1.821493
H 1.215704 -5.726164 1.046082
O 1.497807 6.897694 2.145305
H 3.136883 4.452931 2.163990
O 2.336010 -5.474081 -0.690955
C 9.662119 -3.161925 -8.579544
H -7.585388 1.030140 3.259306
C -7.503031 5.085424 -1.194010
C 3.998291 -3.863506 1.870093
H 5.329760 -1.982883 -5.629493
C -2.116880 -7.750045 0.627073
H 4.316663 -5.894518 0.968452
C 8.033854 7.102953 -1.180830
H -4.914572 -3.172356 -0.675659
H 0.434565 -6.288211 -2.236983
H 6.946413 -4.740097 -9.601033
H 8.206716 -2.792823 -10.118100
H -7.097454 3.746284 4.541309
H 9.146087 5.170562 1.233253
H 8.590245 4.443196 -0.306537
H -8.691692 2.034457 4.247846
C -5.618369 6.321221 -1.907116
H 3.170760 -3.495194 -0.737415
C -5.381650 4.830775 -1.994774
H 9.646122 7.245955 0.232436
H -5.555973 -3.705035 4.491912
O 4.832812 -3.413791 -3.279029
O 0.977557 5.421655 3.768780
C 7.911546 -4.663033 -9.102429
H -0.397012 2.838075 1.649032
H -0.411445 0.612597 -1.881018
H 1.523417 -4.036726 0.523318
C -1.972450 2.119005 -1.954069
H 5.379240 -4.575700 0.360275
C -5.890709 -3.645337 5.526787
H -3.982051 -4.437463 6.112401
H -1.987793 2.188113 5.246653
C -0.251166 -6.317749 -1.355072
C 3.178655 5.365854 2.761689
H 4.121250 -4.809871 -1.464201
O -5.772728 -2.291919 5.992666
C 5.931535 -2.820090 -5.264199
C 4.332674 -4.818208 0.678176
H 2.975969 -3.999897 2.290822
C -0.886559 3.133825 -1.421616
H -2.564592 -3.279304 -3.240868
H 4.611757 6.210867 1.328092
C 8.628222 5.353580 0.294547
F -0.174711 -7.651881 1.924833
H 8.139943 8.172741 -1.355264
H -2.864599 3.973170 0.756015
C -5.140309 -3.703821 7.768799
H -3.971443 -1.301540 -2.593995
H 6.508906 -3.205200 -6.096631
H 2.741505 8.181977 1.094155
H 4.068475 -3.933994 -5.136788
H 4.189199 -2.792483 1.636164
H -3.062690 -1.293849 0.100231
H -6.001238 -4.032746 8.354122
O -4.400430 4.291923 -2.426848
C -6.732951 2.920631 3.925071
H 9.385117 -4.019431 -10.586690
C 3.449093 -4.565809 -0.608336
H -0.442362 2.705279 -0.490241
H -0.164525 -8.468392 -1.191232
H -1.468216 -1.062899 -3.506805
O -7.397077 3.556733 1.764280
H -4.228786 -3.767903 8.358667
H 2.419307 6.616628 0.320094
O 8.868848 -2.909101 -6.306852
H 3.685031 5.181420 3.706312
C -1.043075 5.066736 0.229794
H -2.012736 -1.835694 6.211142
C -3.017196 -3.220886 -0.847454
C -2.436457 2.129843 2.319199
H -8.210392 5.148603 -2.025355
C -6.791547 6.399230 -0.942338
O -1.296674 -4.089176 1.914810
H -5.969659 2.389787 4.493545
H 7.059170 -1.316671 -4.184064
C -1.218480 0.908679 -2.593387
C -8.366877 2.728444 2.233035
H -1.305263 -6.434357 -1.666652
H -0.807228 -3.350003 -3.018982
H -0.997577 6.176074 0.282284
H -5.322071 -5.509356 6.523777
C -2.034131 -1.125172 5.347154
H 4.218953 7.245141 2.701365
C -6.229045 3.452554 2.598056
H -2.320187 0.524313 6.758036
H -0.011005 4.664904 0.368433
H -1.009663 -0.957929 4.951835
C 1.771213 5.868621 2.990396
H -7.429637 7.269853 -1.092039
H 10.038666 6.224750 -1.151831
C -0.794714 -7.678942 0.711448
C 1.260553 -5.049024 0.159327
C -1.501262 4.573970 -1.211486
C -3.145958 -0.820048 -2.010610
C 8.734412 -3.370652 -7.405367
C -1.746630 -3.931365 -2.849221
C -7.902421 2.046727 3.499671
N -0.000723 -5.074724 -0.596784
C -2.592428 -1.690628 -0.837313
H -3.083631 -3.496466 0.239163
H 5.493489 -4.851048 -4.606693
H -1.024927 3.644329 3.110264
H -5.763833 4.432712 2.698886
O -4.313976 -3.459564 -1.382924
H -6.419097 6.428066 0.084886
H -2.680955 -1.619248 4.581884
H -0.964716 0.802332 3.380039
H -3.367077 2.646816 2.643709
H -4.740641 6.834302 -1.518942

Cartesian forces (eV/Å) of the 6 atoms listed first:
-0.6 0.3 -0.5
0.5 0.2 0.3
-0.1 0.0 0.0
0.0 0.0 0.0
0.2 -0.1 0.3
-1.3 -2.6 4.1

Results
Calculated total energy = -109040.02319 eV
HOMO level = -7.80 eV
Relative energy (zero: lowest compared OMol25 entry of this formula, charge and spin) = 0.0 kcal per mole
Total charge = 0